Computed, not measured: an isolated molecule of C3H5NO at a distorted geometry, with the ωB97M-V functional and the def2-TZVPD basis.

Calculated values
Frontier orbital gap (spin up / spin down) ... 5.8 / 5.4 eV
Calculated total energy ... -6719.792 eV
Spin multiplicity ... 3
Total charge ... 0
Max |F| ... 0.084 Eh/bohr
LUMO level (spin up / spin down) ... 0.650 / -3.220 eV

Each line ends with the Löwdin spin population.
Atoms and positions in Å:
C 0.816 0.187 -0.063  0.296
C -0.206 0.954 -0.015  0.453
C -1.304 1.634 0.148  0.531
N 0.627 -1.347 -0.188  0.163
O -0.565 -1.916 -0.011  0.368
H 1.765 0.244 0.279  0.037
H -1.568 2.240 -0.675  0.040
H -1.832 1.328 1.098  0.046
H 1.382 -1.703 0.597  0.026
H 0.887 -1.619 -1.172  0.040